Entry from the OMol25 dataset: a gas-phase ion, CH6N3 (charge +1) (wB97M-V/def2-TZVPD).

Last columns: bonded neighbours and bond lengths (Å).
Positions of all 10 atoms, in Å:
1 N -1.4093 1.2332 0.1289  N2 1.422, H5 1.017, H6 1.017
2 N -0.0788 0.7880 -0.1017  N1 1.422, C3 1.355, H7 0.984
3 C 0.0602 -0.5238 -0.4127  N2 1.355, N4 1.319, H8 1.046
4 N 1.1283 -1.2778 -0.5833  C3 1.319, H9 1.009, H10 1.114
5 H -1.4449 1.8725 0.9191  N1 1.017
6 H -1.7943 1.6412 -0.7196  N1 1.017
7 H 0.5316 1.4199 0.3408  N2 0.984
8 H -0.8746 -0.8441 -0.7572  C3 1.046
9 H 1.9997 -1.1758 -0.0858  N4 1.009
10 H 1.1614 -2.0939 -1.3412  N4 1.114

spin multiplicity = 1
energy above the lowest of the compared OMol25 structures with the same formula, charge and spin = 2.3934 eV
DFT total energy = -5596.551 eV
LUMO = -0.1601 hartree
total charge = +1
largest force on an atom = 3.48 eV Å⁻¹
M = 60.1 g/mol